(1)
This record from the Open Molecules 2025 dataset describes a molecular structure, C14H14BrIN5O2SSc. The level of theory is ωB97M-V/def2-TZVPD.

Geometry as ORCA input:
```
! RIJCOSX wB97M-V def2-TZVPD def2/J DEFGRID3
* xyz 2 1
H 1.12564 -2.91243 3.31315
C -3.43242 1.01958 -1.07920
O 1.07532 1.58182 -2.19722
H -3.84144 0.04421 -1.34503
H -3.50760 1.68040 -1.94866
C 2.85179 -2.94428 0.39339
C 2.15456 -3.40860 1.50545
C 2.60041 -0.68257 1.23133
H 2.00356 -4.47346 1.61941
N 1.80376 2.43689 -1.58424
H -4.06105 1.42950 -0.29715
H -2.16605 4.02774 2.76784
C -1.59603 3.29644 2.21101
C -2.18951 2.59999 1.16006
H 0.22839 3.56395 3.32036
C -0.87149 -1.74263 -2.63454
H -3.21656 2.80415 0.90120
C 3.05753 -1.56974 0.24554
S 0.51989 -2.17690 -1.75291
Sc 1.03723 0.11756 -0.71677
C 1.66057 -2.52720 2.45612
N -0.14774 1.42785 0.76044
H -2.39854 -0.35506 -2.84005
N -1.59924 -0.65502 -2.29992
C 1.89080 -1.16721 2.32708
H 1.45785 1.91483 1.94870
C -1.44530 1.67170 0.46182
O 2.25755 1.96239 -0.53083
N -1.27619 -2.47833 -3.65208
N -1.17026 0.10545 -1.23598
C -0.27796 3.04356 2.52032
I 3.95026 -0.75588 -1.46234
C -2.00764 0.89142 -0.65845
H -0.73063 -3.28285 -3.92173
H 1.56327 -0.47912 3.09569
Br 3.49363 -4.19404 -0.84285
H 2.90544 0.36024 1.18343
C 0.41032 2.10702 1.76000
H -2.11210 -2.28137 -4.18238
*
```

For the HOMO-LUMO gap, the calculation gives 0.275 Ha. Its relative energy (zero: lowest compared OMol25 entry of this formula, charge and spin) is 0.00 kJ/mol. The HOMO energy is -15.015 eV.

---

(2)
This record from the Open Molecules 2025 dataset describes a molecular structure, C40H69N2O5PPdTe in a non-equilibrium geometry. The level of theory is ωB97M-V/def2-TZVPD.

Geometry as ORCA input:
```
! RIJCOSX wB97M-V def2-TZVPD def2/J DEFGRID3
* xyz 0 5
H -5.01256 -13.67479 4.11441
H -9.51845 -21.08809 10.15061
H -5.58580 -17.13698 8.67390
H -18.66089 -17.84089 5.10614
C -10.12055 -19.06475 9.66255
C -9.05643 -20.19529 9.72065
C -11.57394 -19.36144 7.49668
H -20.14904 -18.13872 2.87390
O -10.61080 -18.78346 6.79878
H -13.19777 -20.67468 4.97635
C -14.99983 -17.91659 3.97259
C -18.15255 -19.01379 1.40277
O -7.15080 -14.77170 5.43026
H -8.40698 -17.06955 2.39203
H -4.36412 -15.91810 8.98975
H -15.87293 -20.06935 10.42064
H -17.16141 -14.52179 7.92734
C -12.86191 -19.71654 6.97645
H -17.11016 -19.23805 1.10469
H -16.25819 -20.65058 8.86649
C -18.34139 -19.42657 2.85767
O -7.53350 -15.69671 7.75804
Pd -10.06366 -16.77093 6.22131
C -18.01322 -20.99726 3.01071
H -19.17609 -16.01403 6.17236
C -14.05970 -21.68701 11.33499
H -15.73265 -14.74472 6.87847
H -20.13756 -19.33555 4.16718
C -5.85802 -13.02536 4.33350
H -18.34588 -21.46607 2.10858
C -17.32962 -18.60691 3.68909
H -11.66635 -19.78982 3.26942
H -18.17439 -17.94855 1.20809
C -12.26037 -20.30668 9.59443
H -20.50346 -19.80640 2.49789
H -16.60120 -21.64619 10.25127
H -8.71326 -17.97701 8.20772
H -14.86654 -22.13491 11.91117
C -10.50418 -18.65330 11.08931
C -5.20779 -16.16723 8.34010
C -14.48367 -21.60027 9.85235
H -11.06342 -16.93106 3.68783
O -14.57021 -16.10764 5.26583
C -19.82890 -19.19880 3.15437
H -17.26196 -14.34427 6.17902
H -8.15868 -19.84068 10.29733
C -14.49726 -23.04591 9.18362
C -15.40481 -16.97165 4.96210
H -18.81485 -19.62358 0.68820
H -10.45817 -18.06433 2.46932
C -13.52775 -18.03992 3.64223
H -10.65962 -19.53866 11.70298
H -19.00228 -17.59264 7.02854
H -18.54574 -21.39440 3.85100
C -16.77782 -14.90609 6.95956
O -8.84010 -13.74262 6.87365
N -9.24749 -17.76401 4.15112
H -18.92112 -16.02262 7.94987
P -8.31901 -15.20831 6.45242
H -8.96670 -15.79121 3.53001
H -6.13966 -14.17736 8.05401
H -5.87714 -12.23632 3.59241
H -7.49812 -18.84770 4.50314
H -8.52983 -19.47660 3.18275
C -7.18618 -13.74528 4.39012
H -7.40661 -14.27215 3.44892
H -9.80168 -17.93479 11.53447
C -17.13344 -16.38895 6.79110
H -16.71212 -18.29803 7.79132
H -8.86693 -17.33405 9.79306
C -8.45626 -11.88052 8.25715
H -15.27883 -17.22874 7.72063
H -4.87334 -16.22932 7.29729
H -11.51180 -18.16820 11.21529
H -10.83415 -19.52509 4.88148
H -8.36946 -11.53734 9.29966
C -8.49684 -16.79880 3.42366
H -13.95646 -20.67883 11.71534
C -13.79101 -20.38035 7.77440
N -12.67946 -18.57402 4.67133
H -16.62163 -16.85173 8.78782
H -8.91023 -11.13906 7.55914
C -6.37061 -15.16233 8.45842
H -16.96727 -21.26272 3.23030
H -9.05273 -19.60538 4.97366
H -14.89092 -22.98844 8.15808
C -9.14296 -13.18513 8.13480
Te -12.01999 -15.48630 7.15944
H -12.09326 -20.56975 10.65998
C -13.24056 -19.66622 5.45527
C -18.64149 -16.48446 6.99255
H -7.43707 -12.02939 7.92632
H -13.50675 -23.49433 9.17034
C -11.34338 -19.59919 8.89088
H -15.13609 -23.63178 9.82847
H -5.74216 -12.57794 5.33165
C -16.38004 -17.27199 7.84263
H -14.32624 -19.53938 5.46223
H -14.78467 -20.50487 7.33430
H -8.74517 -20.41692 8.70644
C -9.45975 -17.83184 9.00760
C -15.87297 -20.94001 9.85600
C -8.53978 -19.01123 4.19855
H -7.98032 -13.03248 4.50035
H -10.18168 -17.14157 8.60897
C -11.41137 -19.04789 4.07430
C -13.49932 -20.73335 9.05810
H -10.23643 -13.09779 8.20900
C -15.96729 -18.68176 3.32597
C -16.80164 -16.99603 5.42193
H -15.66729 -19.41848 2.53159
H -13.42061 -18.63833 2.71071
H -6.77968 -14.93584 9.43848
H -13.21530 -17.06289 3.33800
H -8.82587 -13.84202 8.94020
C -10.57294 -17.90623 3.57217
H -7.53008 -16.76287 3.94772
C -17.67785 -17.75518 4.73268
H -13.17694 -22.26954 11.54471
*
```

For the HOMO-LUMO gap (spin up / spin down), the calculation gives 0.247 / 0.175 Ha. Its relative energy (zero: lowest compared OMol25 entry of this formula, charge and spin) is 210.20 kJ/mol. The HOMO energy (spin up / spin down) is -6.228 / -6.384 eV.

---

(3)
This record from the Open Molecules 2025 dataset describes a molecular structure, C9H20AgClF6N4O12S6 in a non-equilibrium geometry. The level of theory is ωB97M-V/def2-TZVPD.

Geometry as ORCA input:
```
! RIJCOSX wB97M-V def2-TZVPD def2/J DEFGRID3
* xyz -2 1
F -33.91775 -7.39037 -27.76515
H -35.81250 -14.15095 -22.18781
H -36.41196 -8.62537 -21.05524
S -35.11353 -8.49002 -27.83605
C -36.37827 -8.20340 -18.88233
C -32.93227 -12.99865 -23.26759
O -26.77933 -10.34460 -31.47594
O -27.13723 -8.22796 -33.35297
F -25.45814 -6.50905 -32.93456
H -33.54348 -12.52502 -19.82878
F -30.34804 -13.71027 -29.94434
H -34.48148 -13.61364 -24.57050
O -27.60896 -6.42023 -31.82581
O -27.93819 -8.56607 -30.23116
S -29.68190 -14.64428 -28.76778
H -33.81640 -14.10617 -20.47422
O -27.81142 -15.07229 -26.54278
H -35.15322 -13.21545 -19.64861
H -36.53271 -8.73038 -17.94077
Ag -30.79248 -10.42146 -27.79243
N -25.63843 -8.12650 -31.15618
N -34.64359 -12.31408 -21.62983
S -26.66634 -9.13276 -30.69436
H -32.19695 -13.48738 -22.62841
S -27.68976 -14.00355 -27.50318
N -34.19707 -9.57634 -28.40699
H -36.04013 -12.81473 -23.18977
S -26.66671 -7.39434 -32.28087
H -35.80363 -10.55644 -22.24678
C -36.43838 -9.20078 -20.12987
C -34.29750 -13.14039 -20.31958
F -34.72966 -11.89091 -29.02941
C -35.69245 -11.19357 -21.36940
F -26.00943 -9.64487 -29.36963
F -27.19967 -12.86912 -26.41206
H -35.39958 -7.77910 -18.65821
H -32.29169 -12.80859 -24.12877
O -26.56889 -14.09877 -28.45744
C -35.25565 -13.32561 -22.63148
O -30.79622 -15.23580 -28.08729
H -37.13507 -7.43891 -19.05815
O -28.84941 -15.55436 -29.53528
Cl -29.34414 -8.78128 -24.71790
H -34.01121 -14.94026 -23.46488
C -35.48722 -10.40610 -20.12067
O -35.97317 -7.68967 -28.69845
H -35.57260 -11.04323 -19.24040
S -35.56266 -10.62128 -28.57691
O -36.15456 -11.25410 -27.37915
H -37.50223 -9.43603 -20.09853
C -34.16202 -13.86486 -23.55910
O -36.38181 -10.39197 -29.75251
H -36.68258 -11.64878 -21.34646
H -32.72544 -11.33237 -21.69589
N -28.96815 -13.34055 -27.99915
H -33.77754 -11.05064 -23.16365
O -35.54093 -8.58070 -26.38324
H -34.51049 -9.93865 -19.99583
C -33.41345 -11.76307 -22.42339
*
```

For the HOMO-LUMO gap, the calculation gives 0.194 Ha. The HOMO energy is -3.509 eV.

---

Number 1: M 568.13 g mol⁻¹. Number 2: M 923.00 g mol⁻¹. Number 3: M 825.99 g mol⁻¹.